# 1
DFT (ωB97M-V/def2-TZVPD) results for a molecular structure, C6H7LiO7Tl.

Each line ends with the natural charge from an NBO analysis.
CARTESIAN COORDINATES (ANGSTROEM)
O -1.59 -1.29 -0.32  -0.764
C -2.45 -1.58 0.80  -0.128
C -1.23 -0.88 1.20  -0.047
O -1.85 1.58 0.52  -0.894
C -0.79 2.26 0.41  0.955
O 0.03 1.58 -0.51  -0.639
O -0.37 3.21 1.04  -0.623
Tl -0.89 -3.19 -1.60  0.988
Li -1.89 0.51 -1.09  0.945
H -2.51 -2.65 1.05  0.195
H -3.40 -1.04 0.82  0.233
H -0.33 -1.43 1.48  0.217
H -1.36 -0.05 1.90  0.294
O 2.52 -0.33 -0.70  -0.495
C 2.39 -0.11 0.61  0.959
C 2.09 0.81 -1.44  -0.106
O 2.75 -0.87 1.47  -0.569
O 1.85 1.09 0.84  -0.478
C 1.41 1.68 -0.38  0.332
H 1.39 0.49 -2.22  0.187
H 2.96 1.30 -1.88  0.219
H 1.70 2.74 -0.36  0.219

**Highest occupied orbital energy**: -12.6108 eV
**E_tot**: -25559.4064 eV
**Orbital gap**: 7.19 eV
**E_LUMO**: -5.42 eV
**Charge**: +1
**Multiplicity**: 1
**Strongest force on any atom**: 2.66 eV/Å


# 2
DFT (ωB97M-V/def2-TZVPD) results for a single C20H21N3OS2 molecule.

Each line ends with the natural charge from an NBO analysis.
CARTESIAN COORDINATES (ANGSTROEM)
C 6.08 -0.04 0.40  -0.257
O 6.15 -1.01 -0.62  -0.534
C 4.94 -1.69 -0.84  -0.063
C 3.85 -0.83 -1.52  -0.275
N 3.24 0.11 -0.62  -0.531
C 2.35 -0.21 0.21  0.362
S 1.67 -1.91 0.34  0.211
C -0.03 -1.44 0.45  0.087
N -0.89 -2.08 -0.27  -0.416
C -2.18 -1.70 -0.22  0.125
C -3.13 -2.37 -1.02  -0.185
C -4.44 -1.99 -1.00  -0.196
C -4.88 -0.92 -0.19  -0.017
C -6.33 -0.54 -0.21  -0.626
C -3.97 -0.26 0.60  -0.209
C -2.62 -0.63 0.61  -0.009
C -1.64 0.03 1.39  -0.144
C -0.34 -0.37 1.32  -0.092
C 0.82 0.27 2.02  -0.242
N 1.81 0.70 1.06  -0.446
C 1.70 2.07 0.58  -0.254
C 0.38 2.29 -0.09  -0.209
C -0.69 3.01 0.34  -0.264
C -1.82 2.89 -0.50  -0.267
C -1.59 2.07 -1.56  -0.402
S 0.01 1.44 -1.56  0.452
H 7.09 0.37 0.49  0.187
H 5.38 0.76 0.14  0.187
H 5.78 -0.49 1.35  0.159
H 4.53 -2.09 0.10  0.157
H 5.19 -2.52 -1.51  0.193
H 4.31 -0.24 -2.32  0.208
H 3.10 -1.51 -1.94  0.200
H -2.78 -3.18 -1.64  0.227
H -5.16 -2.50 -1.61  0.211
H -6.94 -1.39 0.10  0.221
H -6.63 -0.26 -1.21  0.219
H -6.53 0.29 0.46  0.215
H -4.29 0.56 1.23  0.204
H -1.94 0.85 2.04  0.215
H 0.51 1.13 2.61  0.219
H 1.29 -0.47 2.69  0.229
H 1.79 2.75 1.44  0.211
H 2.53 2.24 -0.10  0.258
H -0.67 3.61 1.23  0.220
H -2.75 3.39 -0.32  0.225
H -2.26 1.80 -2.35  0.239

**Highest occupied orbital energy**: -8.3128 eV
**E_tot**: -49268.8426 eV
**Orbital gap**: 8.54 eV
**E_LUMO**: 0.23 eV
**Relative energy (zero: lowest compared OMol25 entry of this formula, charge and spin)**: 0.00 kJ/mol
**Charge**: 0
**Multiplicity**: 1
**Strongest force on any atom**: 1.19 eV/Å
**SMILES**: COCC/N=C1\Sc2nc3ccc(C)cc3cc2CN1Cc1cccs1


# 3
DFT (ωB97M-V/def2-TZVPD) results for 2 unconnected molecules or ions with the total composition CH3NO2S.

Each line ends with the natural charge from an NBO analysis.
CARTESIAN COORDINATES (ANGSTROEM)
C 0.53 0.63 -0.05  -0.307
N -0.05 -0.56 0.49  0.426
O -1.28 -0.69 0.34  -0.454
O 0.55 -1.19 1.36  -0.382
S -0.50 1.71 -0.67  0.206
H 1.52 0.68 0.33  0.263
H 0.87 -1.43 -1.25  0.011
H -1.64 0.85 -0.56  0.237

**Highest occupied orbital energy (alpha / beta)**: -10.6802 / -8.8056 eV
**E_tot**: -17498.3127 eV
**Orbital gap (alpha / beta)**: 8.88 / 7.98 eV
**E_LUMO (alpha / beta)**: -1.80 / -0.83 eV
**Relative energy (zero: lowest compared OMol25 entry of this formula, charge and spin)**: 690.58 kJ/mol
**Charge**: 0
**Multiplicity**: 1
**Strongest force on any atom**: 3.27 eV/Å


# 4
DFT (ωB97M-V/def2-TZVPD) results for a single C5H9I molecule.

Each line ends with the natural charge from an NBO analysis.
CARTESIAN COORDINATES (ANGSTROEM)
C -1.47 -1.82 0.26  -0.633
C -0.51 -0.68 0.29  -0.203
C 0.39 -0.46 -0.64  -0.179
C 1.59 0.84 -0.54  -0.308
C 1.05 1.98 0.27  -0.658
I 3.39 -0.01 0.28  0.067
H -2.48 -1.47 0.10  0.217
H -1.44 -2.35 1.22  0.218
H -1.21 -2.52 -0.53  0.212
H -0.61 -0.01 1.14  0.198
H 0.56 -1.10 -1.49  0.197
H 1.80 1.11 -1.57  0.212
H 0.94 1.70 1.32  0.216
H 0.07 2.26 -0.12  0.223
H 1.71 2.85 0.21  0.222

**Highest occupied orbital energy**: -9.0682 eV
**E_tot**: -13430.4445 eV
**Orbital gap**: 9.68 eV
**E_LUMO**: 0.62 eV
**Relative energy (zero: lowest compared OMol25 entry of this formula, charge and spin)**: 72.13 kJ/mol
**Charge**: 0
**Multiplicity**: 1
**Strongest force on any atom**: 4.44 eV/Å
**SMILES**: C/C=C/[C@@H](C)I


# 5
DFT (ωB97M-V/def2-TZVPD) results for a single C4H4N2O molecule.

Each line ends with the natural charge from an NBO analysis.
CARTESIAN COORDINATES (ANGSTROEM)
O 0.61 0.29 2.31  -0.328
N -0.19 0.85 1.47  0.126
C -0.14 0.18 0.18  0.110
C 0.87 -0.46 -0.18  -0.238
C 0.68 -0.85 -1.48  -0.266
C -0.72 -0.54 -1.69  -0.051
N -1.04 0.47 -0.69  -0.488
H 1.86 -0.21 0.54  0.261
H 1.34 -1.24 -2.32  0.244
H -1.35 -0.58 -2.46  0.192
H -2.29 0.47 -0.71  0.438

**Highest occupied orbital energy**: -8.9683 eV
**E_tot**: -9234.1711 eV
**Orbital gap**: 8.36 eV
**E_LUMO**: -0.61 eV
**Relative energy (zero: lowest compared OMol25 entry of this formula, charge and spin)**: 609.48 kJ/mol
**Charge**: 0
**Multiplicity**: 1
**Strongest force on any atom**: 10.91 eV/Å
**SMILES**: O=Nc1ccc[nH]1


# 6
DFT (ωB97M-V/def2-TZVPD) results for a molecular structure, CH6OP2.

Each line ends with the natural charge from an NBO analysis.
CARTESIAN COORDINATES (ANGSTROEM)
C 0.40 -0.34 -1.30  -1.003
O -1.65 0.88 0.13  -1.095
P 0.77 0.26 1.87  -0.023
P -0.62 -0.15 0.21  1.435
H -0.21 -0.87 -2.04  0.255
H 0.64 0.65 -1.70  0.249
H 1.31 -0.90 -1.09  0.241
H -0.28 0.83 2.59  0.026
H 0.99 1.47 1.18  0.012
H -1.35 -1.82 0.15  -0.098

**Highest occupied orbital energy**: -9.6769 eV
**E_tot**: -21758.2578 eV
**Orbital gap**: 10.14 eV
**E_LUMO**: 0.46 eV
**Relative energy (zero: lowest compared OMol25 entry of this formula, charge and spin)**: 97.03 kJ/mol
**Charge**: 0
**Multiplicity**: 1
**Strongest force on any atom**: 3.64 eV/Å


Which value of charge does entry 5 give? 0